(1)
Below is a molecular structure, C5O5Tm in a non-equilibrium geometry, with properties calculated with the ωB97M-V functional and the def2-TZVPD basis.

XYZ file:
```
11
C5O5Tm the ωB97M-V functional and the def2-TZVPD basis
Tm 0.28 0.43 0.15
O 1.24 -2.15 2.40
C 0.81 -1.47 1.56
C -2.08 0.93 0.26
O -3.10 1.45 0.44
C 1.24 0.45 -1.93
O 1.85 0.68 -2.87
C -0.92 -1.65 -0.98
O -1.41 -2.53 -1.53
O 0.59 2.23 2.80
C 0.40 1.53 1.93
```

Summary:
- electronic energy (eV) = -44914.399
- frontier orbital gap (spin up / spin down) (Ha) = 0.41442 / 0.41685
- net charge = +3
- 2S+1 = 3

Let us look at the Löwdin charges, expressed in e, one per atom:
1 Tm 1.399
2 O 0.281
3 C 0.050
4 C 0.049
5 O 0.283
6 C 0.032
7 O 0.299
8 C 0.022
9 O 0.259
10 O 0.356
11 C -0.030



(2)
Below is 15 unconnected molecules or ions with the total composition C60H120N6O9 in a non-equilibrium geometry, with properties calculated with the ωB97M-V functional and the def2-TZVPD basis.

XYZ file:
```
195
C60H120N6O9 the ωB97M-V functional and the def2-TZVPD basis
C 5.40 4.53 -4.07
C 5.68 3.04 -4.19
O 4.44 2.33 -4.32
C 4.65 0.91 -4.43
C 3.31 0.18 -4.29
H 6.31 5.20 -4.15
H 4.70 5.01 -4.74
H 4.84 4.73 -3.14
H 6.20 2.96 -5.12
H 6.32 2.72 -3.42
H 5.09 0.59 -5.32
H 5.33 0.53 -3.68
H 2.51 0.36 -5.08
H 2.90 0.41 -3.29
H 3.54 -0.86 -4.30
C -3.50 1.24 1.11
C -4.05 0.17 2.02
O -3.95 -1.11 1.47
C -3.93 -2.21 2.34
C -3.75 -3.50 1.59
H -2.49 1.07 0.79
H -4.21 1.44 0.29
H -3.47 2.13 1.70
H -3.57 0.21 2.98
H -5.10 0.39 2.24
H -3.11 -2.10 3.05
H -4.83 -2.19 2.94
H -2.86 -3.56 1.01
H -4.57 -3.69 0.88
H -3.80 -4.38 2.24
C 1.24 -3.27 6.81
C 0.30 -2.24 6.22
O -0.80 -2.14 7.17
C -1.68 -1.06 7.03
C -3.03 -1.35 7.61
H 2.17 -3.26 6.15
H 1.52 -3.09 7.83
H 0.81 -4.23 6.66
H 0.70 -1.25 6.08
H -0.15 -2.49 5.16
H -1.22 -0.11 7.35
H -1.87 -0.77 5.98
H -3.45 -2.31 7.16
H -3.70 -0.53 7.37
H -2.93 -1.56 8.68
C -5.21 2.71 -5.44
C -5.06 3.31 -4.05
O -5.19 2.20 -3.23
C -6.32 2.14 -2.37
C -6.11 3.02 -1.17
H -4.96 3.43 -6.22
H -4.40 2.01 -5.64
H -6.29 2.37 -5.65
H -4.09 3.76 -4.04
H -5.78 4.12 -3.80
H -7.27 2.44 -2.94
H -6.44 1.09 -2.06
H -6.75 2.71 -0.35
H -6.24 4.10 -1.37
H -5.08 2.96 -0.80
C -2.59 -0.19 -6.20
C -1.93 1.05 -6.80
O -2.23 1.04 -8.16
C -1.71 2.14 -8.88
C -2.26 2.02 -10.27
H -3.67 -0.15 -6.45
H -2.04 -1.07 -6.48
H -2.46 -0.28 -5.07
H -2.32 1.97 -6.29
H -0.84 1.03 -6.68
H -2.09 3.08 -8.46
H -0.63 2.07 -8.99
H -1.63 2.49 -11.01
H -3.24 2.46 -10.35
H -2.32 0.96 -10.62
C 0.31 -5.12 2.28
C 1.20 -5.30 1.09
O 2.52 -5.47 1.47
C 3.30 -5.89 0.38
C 4.70 -5.98 0.77
H 0.52 -5.83 3.04
H 0.45 -4.17 2.83
H -0.74 -5.30 2.03
H 0.88 -6.23 0.51
H 1.14 -4.48 0.37
H 2.78 -6.82 0.08
H 3.22 -5.25 -0.48
H 4.82 -6.60 1.70
H 5.06 -4.97 0.98
H 5.34 -6.42 0.01
C -2.22 2.77 6.01
C -2.01 2.63 4.57
O -1.07 3.67 4.17
C -0.72 3.58 2.83
C 0.71 3.97 2.59
H -3.15 2.22 6.28
H -1.37 2.39 6.63
H -2.30 3.87 6.30
H -1.59 1.64 4.35
H -2.95 2.77 4.02
H -0.78 2.51 2.48
H -1.37 4.18 2.17
H 0.95 3.87 1.56
H 1.37 3.42 3.23
H 0.90 5.00 2.78
C -0.58 0.13 -2.18
C -0.62 -1.02 -1.16
O -0.21 -0.67 0.15
C -0.78 -1.45 1.18
C -0.47 -0.82 2.53
H 0.42 0.24 -2.61
H -1.21 -0.19 -2.99
H -0.96 1.03 -1.76
H -1.67 -1.35 -1.08
H -0.08 -1.97 -1.43
H -1.86 -1.47 0.96
H -0.46 -2.48 1.09
H 0.43 -0.28 2.41
H -0.36 -1.65 3.30
H -1.30 -0.18 2.77
C 6.37 -0.47 4.29
C 5.82 -1.79 4.63
O 4.41 -1.87 4.63
C 3.88 -2.63 3.51
C 2.67 -1.93 2.99
H 6.09 0.03 3.32
H 5.89 0.22 5.01
H 7.43 -0.30 4.36
H 6.22 -2.57 3.98
H 6.08 -1.95 5.69
H 4.72 -2.67 2.78
H 3.75 -3.70 3.79
H 1.83 -1.76 3.69
H 2.24 -2.43 2.14
H 2.96 -1.00 2.55
N 2.61 4.03 5.65
C 3.68 4.06 4.76
C 4.10 2.78 4.57
C 3.26 1.92 5.33
C 2.39 2.75 6.02
H 1.98 4.79 5.87
H 4.02 4.98 4.33
H 4.92 2.50 3.92
H 3.28 0.88 5.47
H 1.66 2.44 6.78
N -0.79 5.70 -1.48
C 0.11 5.00 -0.72
C -0.42 3.73 -0.63
C -1.57 3.66 -1.45
C -1.82 4.90 -1.92
H -0.76 6.61 -1.81
H 0.97 5.46 -0.26
H -0.04 2.87 -0.19
H -2.23 2.84 -1.78
H -2.51 5.24 -2.59
N 5.14 -1.21 -1.43
C 3.99 -1.99 -1.35
C 4.06 -2.95 -2.30
C 5.26 -2.75 -3.05
C 5.90 -1.69 -2.44
H 5.11 -0.26 -1.08
H 3.22 -1.65 -0.66
H 3.28 -3.69 -2.46
H 5.66 -3.40 -3.84
H 6.90 -1.31 -2.57
N -2.81 -3.10 -3.43
C -2.62 -3.96 -2.34
C -1.43 -4.60 -2.56
C -0.89 -4.04 -3.73
C -1.74 -3.06 -4.22
H -3.55 -2.45 -3.47
H -3.44 -4.20 -1.67
H -1.11 -5.52 -1.99
H 0.01 -4.32 -4.24
H -1.62 -2.71 -5.23
N 2.72 2.09 -0.13
C 2.93 1.41 1.07
C 4.27 1.44 1.30
C 4.85 2.10 0.20
C 3.91 2.54 -0.70
H 1.81 2.07 -0.58
H 2.04 1.08 1.61
H 4.80 1.16 2.23
H 5.92 2.35 0.03
H 3.92 2.99 -1.76
N -4.82 -1.47 -1.18
C -6.07 -2.04 -1.41
C -6.43 -1.63 -2.66
C -5.44 -0.82 -3.22
C -4.47 -0.72 -2.27
H -4.40 -1.44 -0.27
H -6.59 -2.75 -0.76
H -7.46 -1.82 -2.98
H -5.43 -0.29 -4.18
H -3.59 -0.07 -2.29
```

Summary:
- electronic energy (eV) = -91525.789
- frontier orbital gap (Ha) = 0.31521
- 2S+1 = 1

Löwdin atomic charge list, values in e, 99 entries:
1 C -0.087
2 C -0.281
3 O -0.153
4 C -0.264
5 C -0.062
6 H 0.094
7 H 0.066
8 H 0.064
9 H 0.102
10 H 0.101
11 H 0.097
12 H 0.087
13 H 0.098
14 H 0.060
15 H 0.043
16 C -0.035
17 C -0.265
18 O -0.219
19 C -0.261
20 C -0.055
21 H 0.067
22 H 0.069
23 H 0.059
24 H 0.096
25 H 0.127
26 H 0.113
27 H 0.123
28 H 0.047
29 H 0.072
30 H 0.089
31 C -0.056
32 C -0.251
33 O -0.168
34 C -0.336
35 C -0.080
36 H 0.094
37 H 0.072
38 H 0.058
39 H 0.099
40 H 0.124
41 H 0.112
42 H 0.101
43 H 0.100
44 H 0.062
45 H 0.079
46 C -0.071
47 C -0.298
48 O -0.199
49 C -0.262
50 C -0.083
51 H 0.063
52 H 0.047
53 H 0.113
54 H 0.098
55 H 0.128
56 H 0.146
57 H 0.100
58 H 0.074
59 H 0.082
60 H 0.054
61 C -0.073
62 C -0.296
63 O -0.163
64 C -0.289
65 C -0.090
66 H 0.085
67 H 0.050
68 H 0.073
69 H 0.111
70 H 0.119
71 H 0.126
72 H 0.116
73 H 0.070
74 H 0.064
75 H 0.096
76 C -0.069
77 C -0.316
78 O -0.152
79 C -0.330
80 C -0.075
81 H 0.064
82 H 0.068
83 H 0.075
84 H 0.135
85 H 0.111
86 H 0.125
87 H 0.098
88 H 0.100
89 H 0.076
90 H 0.081
91 C -0.097
92 C -0.281
93 O -0.145
94 C -0.310
95 C -0.067
96 H 0.084
97 H 0.075
98 H 0.106
99 H 0.104



(3)
Below is 20 unconnected molecules or ions with the total composition C60H120O20 in a non-equilibrium geometry, with properties calculated with the ωB97M-V functional and the def2-TZVPD basis.

XYZ file:
```
200
C60H120O20 the ωB97M-V functional and the def2-TZVPD basis
C 1.87 -5.28 1.37
C 2.22 -4.11 0.45
O 1.40 -3.29 0.14
C 3.61 -4.02 -0.14
H 2.05 -6.20 0.80
H 0.84 -5.30 1.75
H 2.62 -5.32 2.15
H 4.16 -3.36 0.49
H 3.55 -3.57 -1.18
H 4.06 -5.02 -0.17
C -5.11 3.69 0.12
C -4.58 3.06 1.42
O -4.02 1.99 1.45
C -4.64 3.99 2.61
H -5.97 4.36 0.44
H -5.33 2.97 -0.70
H -4.43 4.48 -0.25
H -4.37 3.44 3.48
H -5.50 4.59 2.73
H -3.85 4.67 2.42
C 2.72 -5.82 -3.83
C 1.38 -5.30 -4.14
O 0.75 -5.49 -5.18
C 0.91 -4.20 -3.12
H 3.47 -5.07 -4.06
H 2.98 -6.79 -4.33
H 2.71 -6.01 -2.76
H 0.56 -4.65 -2.24
H 0.17 -3.57 -3.55
H 1.77 -3.58 -2.91
C 0.71 -0.80 -3.20
C 0.56 0.68 -3.17
O 1.56 1.37 -2.98
C -0.80 1.24 -3.45
H 0.39 -1.13 -4.25
H -0.05 -1.26 -2.48
H 1.69 -1.18 -2.93
H -0.96 2.29 -3.30
H -1.64 0.70 -2.93
H -1.00 1.14 -4.51
C -9.14 -3.55 -1.30
C -8.14 -2.42 -0.95
O -8.26 -1.78 0.03
C -7.07 -2.08 -2.02
H -8.71 -4.14 -2.09
H -10.06 -3.07 -1.62
H -9.23 -4.19 -0.44
H -6.86 -2.91 -2.72
H -6.21 -1.73 -1.53
H -7.58 -1.33 -2.66
C -1.20 -1.64 -9.51
C -1.45 -2.30 -8.15
O -2.58 -2.59 -7.89
C -0.24 -2.56 -7.30
H -0.29 -1.09 -9.57
H -1.98 -0.85 -9.67
H -1.25 -2.40 -10.32
H -0.11 -3.58 -6.94
H -0.25 -1.89 -6.40
H 0.63 -2.36 -7.96
C 1.49 2.39 4.62
C 0.51 1.64 3.78
O 0.72 0.57 3.31
C -0.88 2.25 3.77
H 1.41 1.98 5.69
H 1.25 3.47 4.66
H 2.54 2.34 4.29
H -1.63 1.45 3.83
H -1.08 2.84 2.87
H -1.07 2.83 4.73
C -4.22 -6.43 -1.24
C -5.32 -5.43 -0.98
O -6.02 -4.90 -1.80
C -5.57 -5.03 0.41
H -3.81 -6.56 -2.22
H -4.63 -7.41 -1.01
H -3.38 -6.09 -0.58
H -5.07 -4.04 0.55
H -5.14 -5.62 1.18
H -6.63 -4.97 0.60
C -3.18 -4.40 -5.10
C -2.99 -2.89 -4.88
O -1.96 -2.39 -4.53
C -4.23 -2.10 -5.10
H -3.82 -4.52 -6.00
H -3.80 -4.78 -4.32
H -2.26 -4.94 -5.12
H -4.39 -2.08 -6.15
H -4.21 -1.11 -4.71
H -5.07 -2.70 -4.68
C -6.29 -2.67 2.92
C -5.24 -1.77 2.29
O -4.04 -1.99 2.46
C -5.67 -0.66 1.42
H -6.61 -2.11 3.78
H -5.82 -3.59 3.26
H -7.10 -2.87 2.15
H -6.50 0.00 1.76
H -6.19 -1.04 0.55
H -4.85 0.00 1.03
C 6.42 0.97 0.89
C 5.21 1.87 0.88
O 4.93 2.45 -0.13
C 4.34 1.95 2.19
H 7.26 1.52 0.44
H 6.15 0.08 0.34
H 6.79 0.67 1.90
H 5.07 2.25 2.91
H 3.97 1.00 2.61
H 3.59 2.69 2.09
C 2.02 -2.30 4.12
C 3.30 -1.72 3.72
O 3.82 -1.90 2.58
C 3.94 -0.76 4.61
H 1.66 -3.10 3.46
H 1.35 -1.47 3.94
H 1.84 -2.68 5.14
H 3.18 -0.19 5.16
H 4.67 -0.12 4.16
H 4.38 -1.42 5.39
C -1.04 0.77 0.82
C 0.21 1.61 0.68
O 0.25 2.82 0.82
C 1.52 0.95 0.27
H -1.83 1.29 1.38
H -0.77 -0.13 1.38
H -1.44 0.55 -0.22
H 2.28 1.71 0.14
H 1.44 0.22 -0.57
H 1.77 0.41 1.16
C 3.99 7.31 4.95
C 3.56 5.86 4.90
O 2.44 5.59 4.62
C 4.64 4.85 5.17
H 3.60 7.87 4.12
H 5.11 7.30 5.04
H 3.61 7.72 5.93
H 5.25 5.19 5.94
H 5.21 4.77 4.23
H 4.31 3.85 5.51
C 3.96 4.52 -3.08
C 3.42 3.56 -4.13
O 4.06 2.68 -4.68
C 2.00 3.89 -4.58
H 5.03 4.58 -3.20
H 3.81 4.14 -2.09
H 3.55 5.56 -3.14
H 1.61 3.10 -5.22
H 1.98 4.86 -5.07
H 1.33 3.86 -3.78
C 0.25 6.17 2.45
C -1.12 5.92 1.89
O -2.11 6.00 2.58
C -1.22 5.83 0.44
H 0.91 6.46 1.67
H 0.75 5.26 2.88
H 0.20 6.95 3.19
H -1.41 6.85 0.11
H -2.09 5.28 0.13
H -0.39 5.44 -0.12
C -1.78 -2.90 -0.32
C -1.73 -3.87 0.87
O -1.99 -5.04 0.76
C -1.18 -3.33 2.18
H -2.37 -2.08 -0.05
H -2.24 -3.38 -1.18
H -0.78 -2.59 -0.61
H -1.08 -4.11 2.90
H -1.95 -2.68 2.62
H -0.22 -2.80 2.04
C -1.16 1.11 7.50
C -0.57 0.08 6.59
O 0.59 -0.11 6.44
C -1.57 -0.79 5.84
H -1.81 0.59 8.23
H -1.76 1.87 6.91
H -0.33 1.67 8.02
H -2.62 -0.59 6.17
H -1.34 -1.83 6.07
H -1.45 -0.63 4.81
C 4.96 5.43 1.53
C 6.44 4.85 1.57
O 6.73 4.17 2.53
C 7.29 5.31 0.47
H 4.36 4.76 2.15
H 4.61 5.51 0.48
H 5.12 6.47 1.91
H 7.42 6.40 0.60
H 6.79 5.03 -0.47
H 8.25 4.84 0.61
C 4.69 -0.25 -2.22
C 4.58 -1.11 -3.35
O 4.25 -2.30 -3.27
C 4.85 -0.54 -4.73
H 5.68 0.16 -2.15
H 4.36 -0.67 -1.28
H 4.09 0.65 -2.42
H 3.90 -0.17 -5.05
H 5.26 -1.25 -5.38
H 5.51 0.38 -4.82
```

Summary:
- energy relative to the best compared isomer or geometry (same formula, charge and spin) (kJ/mol) = 198.2
- electronic energy (eV) = -105113.347
- frontier orbital gap (Ha) = 0.34808
- 2S+1 = 1

Löwdin atomic charge list, values in e, 99 entries:
1 C -0.006
2 C -0.486
3 O 0.043
4 C -0.007
5 H 0.085
6 H 0.071
7 H 0.079
8 H 0.053
9 H 0.081
10 H 0.078
11 C -0.017
12 C -0.468
13 O 0.037
14 C -0.005
15 H 0.092
16 H 0.091
17 H 0.074
18 H 0.079
19 H 0.069
20 H 0.047
21 C -0.028
22 C -0.443
23 O 0.040
24 C 0.001
25 H 0.086
26 H 0.101
27 H 0.075
28 H 0.060
29 H 0.039
30 H 0.055
31 C -0.021
32 C -0.494
33 O 0.045
34 C -0.015
35 H 0.098
36 H 0.102
37 H 0.069
38 H 0.070
39 H 0.097
40 H 0.088
41 C -0.005
42 C -0.491
43 O 0.069
44 C -0.016
45 H 0.057
46 H 0.082
47 H 0.075
48 H 0.056
49 H 0.050
50 H 0.097
51 C -0.032
52 C -0.488
53 O 0.075
54 C -0.004
55 H 0.054
56 H 0.090
57 H 0.102
58 H 0.073
59 H 0.081
60 H 0.082
61 C -0.009
62 C -0.509
63 O 0.070
64 C -0.010
65 H 0.107
66 H 0.063
67 H 0.068
68 H 0.078
69 H 0.074
70 H 0.099
71 C 0.000
72 C -0.499
73 O 0.057
74 C -0.017
75 H 0.060
76 H 0.095
77 H 0.073
78 H 0.104
79 H 0.074
80 H 0.081
81 C 0.005
82 C -0.504
83 O 0.048
84 C -0.018
85 H 0.102
86 H 0.055
87 H 0.064
88 H 0.065
89 H 0.076
90 H 0.092
91 C -0.015
92 C -0.477
93 O 0.029
94 C -0.026
95 H 0.079
96 H 0.080
97 H 0.089
98 H 0.110
99 H 0.041